No. 1
Molecular formula: C5H10O2
Method: DFT, the ωB97M-V functional and the def2-TZVPD basis

Cartesian coordinates (Å):
O 1.024 -1.133 -0.060
O -0.787 0.111 -0.319
C 0.166 -0.572 -0.991
C -0.302 -1.515 -2.070
C -0.863 1.514 1.637
C 0.958 -0.286 1.099
C 0.017 0.822 0.592
H -1.000 -0.978 -2.715
H -0.791 -2.438 -1.718
H -1.643 2.104 1.149
H 0.579 -1.803 -2.646
H -0.273 2.185 2.265
H 0.789 1.326 -0.395
H -1.375 0.806 2.321
H 1.954 0.099 1.338
H 0.599 -0.891 1.952
H 0.947 0.649 -1.439

The HOMO energy comes out at -8.87 eV. As for the energy above the lowest of the compared OMol25 structures with the same formula, charge and spin: 3.877 eV. The value obtained for the total energy is -346.882949 Eh. As for the LUMO energy: 1.12 eV.

No. 2
Molecular formula: C31H38F2N4O2
Method: DFT, the ωB97M-V functional and the def2-TZVPD basis

Cartesian coordinates (Å):
F 1.498 0.812 7.629
F 4.076 0.471 -0.396
O -0.031 -2.279 2.244
O -4.448 -1.272 1.599
N -3.354 -0.896 -4.593
N 1.317 -0.153 0.216
N -2.287 2.595 -2.115
N -2.359 -2.206 1.842
C -1.381 2.969 -2.963
C -1.779 0.599 6.106
C 5.532 1.884 0.804
C 0.791 -0.402 5.737
C 6.840 0.964 2.602
C -5.118 -0.397 -1.278
C -1.883 1.576 -1.242
C 6.285 -0.289 2.369
C 4.984 0.634 0.588
C -0.079 0.166 -0.011
C -2.492 -0.254 0.381
C -1.088 -0.618 0.692
C -0.229 -0.772 4.869
C -5.207 -0.436 -2.880
C -1.185 2.371 -4.384
C -4.459 0.955 -0.757
C 2.707 -3.609 -2.176
C -0.762 0.961 6.981
C 1.605 -1.381 -0.609
C -3.287 -1.228 1.288
C 6.463 2.050 1.822
C 2.327 -1.003 -1.988
C 3.341 -2.157 -2.332
C -0.470 1.236 -0.943
C 5.347 -0.455 1.358
C -0.436 4.158 -2.536
C 0.512 0.458 6.784
C -1.512 -0.269 5.053
C -4.202 -1.488 -3.502
C -0.974 -1.781 1.693
C -2.924 0.763 -0.541
H -4.642 1.781 -1.487
H -3.714 0.016 -4.874
H -6.130 -0.531 -0.820
H -4.763 -2.370 -3.916
H 1.506 -0.990 -2.758
H -0.498 2.991 -5.013
H -2.188 2.382 -4.891
H -0.951 1.630 7.811
H 5.232 2.717 0.181
H -2.308 -0.554 4.374
H -4.520 -1.296 -0.983
H -3.481 -1.884 -2.734
H -0.913 5.138 -2.823
H 7.569 1.092 3.393
H 0.360 1.800 -1.437
H 4.897 -1.421 1.167
H -2.778 0.993 6.246
H -5.018 0.596 -3.281
H 1.799 -0.776 5.605
H 1.618 -3.610 -2.461
H 6.583 -1.136 2.974
H 3.672 -2.091 -3.405
H 2.790 0.009 -1.967
H -4.897 1.243 0.237
H -2.515 -3.121 1.413
H 2.783 -4.009 -1.136
H -0.818 1.312 -4.377
H -3.392 -1.563 -5.364
H 0.670 -1.929 -0.885
H -6.241 -0.809 -3.102
H 1.831 0.645 -0.162
H -0.024 -1.451 4.051
H 4.224 -2.051 -1.647
H -0.342 4.160 -1.424
H 2.230 -2.058 0.025
H 0.558 4.121 -3.050
H 3.241 -4.279 -2.898
H 6.892 3.027 2.007

The HOMO energy comes out at -7.65 eV. The SMILES is CCCCNc1cc(N=C(C)C)c(CCCCN)c2c1C(=O)NC2=O.Fc1ccccc1.Fc1ccccc1. The value obtained for the total energy is -1773.153772 Eh. As for the LUMO energy: -0.67 eV.

No. 3
Molecular formula: C56H59I2N3OP3PbSSi
Method: DFT, the ωB97M-V functional and the def2-TZVPD basis

Cartesian coordinates (Å):
Pb 0.349 -0.419 1.011
I 3.395 -2.956 2.041
I 1.417 -0.961 4.198
S -0.811 -0.701 -2.937
P -1.665 -2.500 0.690
P 1.971 3.021 0.107
P -1.447 1.198 -3.540
Si 1.405 -1.571 -5.748
O 0.880 1.970 -0.070
N -1.388 0.757 2.245
N -2.152 0.268 3.243
N 1.401 -0.689 -1.539
C 3.154 -2.196 4.006
C -1.604 2.074 2.243
C 0.086 7.174 0.365
C -3.336 2.004 -5.362
C -0.218 2.191 -4.391
C -6.008 -0.931 0.462
C 0.427 -4.686 -2.017
C -3.896 -1.354 -0.608
C -1.004 -3.651 3.157
C -0.055 4.853 -0.239
C -0.544 -5.198 -2.868
C -2.720 -5.805 2.831
C 2.388 -3.143 -6.012
C 2.704 -0.795 -1.299
C -1.921 2.098 -2.053
C 3.232 3.029 3.965
C 3.127 3.109 -1.277
C -5.514 -1.483 1.635
C 4.520 2.512 3.882
C 3.785 2.410 -3.486
C 2.463 3.161 2.820
C -1.099 -4.615 4.153
C -2.893 0.944 -4.567
C 4.278 2.262 1.502
C 2.090 -0.155 -6.772
C -1.764 -3.763 1.997
C -4.723 -0.409 -5.334
C -0.404 -1.881 -6.116
C -2.624 -4.850 1.834
C 3.630 -1.026 -2.300
C 3.167 -1.199 -3.588
C 0.057 -3.859 -0.966
C 1.367 6.974 0.861
C -2.839 1.241 3.862
C 1.231 4.650 0.255
C -3.395 -1.923 0.563
C 2.945 2.297 -2.386
C -0.626 6.116 -0.185
C -5.196 -0.871 -0.662
C -5.145 0.633 -6.150
C -4.458 1.840 -6.158
C 5.028 4.129 -2.352
C 1.802 -1.102 -3.903
C -1.284 -3.531 -0.765
C 4.176 4.033 -1.265
C -2.514 2.428 3.242
C -2.257 -4.066 -1.607
C -1.959 -5.690 3.991
C -3.594 -0.262 -4.544
C 2.991 2.795 1.581
C -4.219 -1.978 1.688
C -1.883 -4.898 -2.653
C 5.038 2.116 2.655
C 1.944 5.714 0.807
C 0.982 -0.793 -2.811
C 4.827 3.324 -3.468
H -2.689 1.535 -1.521
H -3.862 -2.431 2.606
H -0.727 2.908 -5.033
H -5.576 -0.453 -1.588
H 3.878 -1.425 -4.378
H 2.009 -3.677 -6.887
H -3.305 -3.848 -1.440
H -0.465 -2.403 -7.076
H 0.375 2.725 -3.656
H 2.838 3.349 4.922
H 0.818 -3.483 -0.287
H -0.604 4.020 -0.662
H -2.643 -5.323 -3.298
H -2.151 -0.715 3.468
H 2.043 -0.410 -7.836
H -1.038 2.215 -1.418
H 0.428 1.564 -5.002
H -3.262 -1.086 -3.923
H 3.141 0.033 -6.535
H -3.223 -4.950 0.936
H 4.699 1.997 0.539
H -0.500 -4.527 5.051
H -0.260 -5.844 -3.690
H -0.984 -0.962 -6.219
H 3.019 -0.701 -0.261
H -3.390 -6.646 2.705
H 6.047 1.729 2.591
H 4.009 -1.587 4.264
H -6.145 -1.536 2.514
H -4.796 2.658 -6.780
H -0.874 -2.509 -5.361
H 1.541 0.781 -6.655
H 1.469 3.593 2.881
H -1.624 6.278 -0.573
H 2.325 -3.819 -5.157
H -6.016 0.507 -6.781
H 3.631 1.781 -4.356
H -2.037 -6.443 4.764
H -1.091 2.706 1.529
H 3.024 -3.031 4.682
H 2.149 1.566 -2.361
H 5.491 3.409 -4.320
H 1.471 -4.941 -2.159
H -0.331 -2.810 3.285
H -5.273 -1.341 -5.320
H -2.320 3.074 -2.336
H -2.829 2.962 -5.358
H 3.445 -2.937 -6.202
H 5.130 2.444 4.775
H 4.686 -1.080 -2.066
H -3.498 1.042 4.694
H -2.877 3.414 3.483
H 2.939 5.558 1.209
H 1.917 7.800 1.292
H -7.023 -0.558 0.420
H -0.361 8.160 0.409
H 5.848 4.835 -2.335
H 4.328 4.677 -0.406
H -3.274 -1.310 -1.486

The HOMO energy comes out at -15.18 eV. The value obtained for the total energy is -4908.165380 Eh. As for the total charge: +3. As for the LUMO energy: -7.40 eV.

No. 4
Molecular formula: C4H8O2
Method: DFT, the ωB97M-V functional and the def2-TZVPD basis

Cartesian coordinates (Å):
O -0.085 -1.264 -2.129
O 0.567 1.938 0.037
C -0.540 -0.346 0.074
C -0.431 1.091 0.521
C -0.146 -0.006 1.495
C 0.482 -0.925 -0.881
H -0.527 -0.476 -2.469
H 0.911 -1.851 -0.487
H -0.858 -0.204 2.292
H 1.317 -0.216 -1.017
H 0.892 -0.180 1.779
H 1.417 1.485 0.084
H -1.539 -0.752 -0.074
H -1.347 1.660 0.645

The HOMO energy comes out at -9.65 eV. The SMILES is OC[C@H]1C[C@H]1O. As for the energy above the lowest of the compared OMol25 structures with the same formula, charge and spin: 2.066 eV. The value obtained for the total energy is -307.636490 Eh. As for the LUMO energy: 0.91 eV.

No. 5
Molecular formula: C5H7N2
Method: DFT, the ωB97M-V functional and the def2-TZVPD basis

Cartesian coordinates (Å):
N 1.077 -0.530 0.032
N 3.321 0.414 -0.005
C -1.713 1.267 0.020
C -1.243 -1.205 -0.003
C 0.088 -1.447 0.019
C -2.067 -0.022 0.001
C 2.197 -0.179 0.008
H -0.686 1.596 0.049
H 0.434 -2.476 0.019
H 3.767 0.744 0.844
H 3.805 0.591 -0.879
H -3.126 -0.245 -0.021
H -1.828 -2.117 -0.034
H -2.453 2.048 0.017

The HOMO energy (spin up / spin down) comes out at -13.23 / -13.23 eV. The SMILES is C=C/C=C\[N+]#CN. As for the energy above the lowest of the compared OMol25 structures with the same formula, charge and spin: 3.187 eV. The value obtained for the total energy is -303.901842 Eh. As for the total charge: +1. As for the LUMO energy (spin up / spin down): -4.84 / -4.84 eV.

No. 6
Molecular formula: C6H10
Method: DFT, the ωB97M-V functional and the def2-TZVPD basis

Cartesian coordinates (Å):
C 1.141 -0.444 -0.627
C -1.081 0.441 1.546
C -1.112 -0.598 0.514
C 0.477 0.142 -1.933
C -0.046 1.098 2.082
C -0.101 -1.120 -0.186
H -0.481 -0.322 -2.244
H 1.977 -1.132 -0.832
H 0.212 1.182 -1.732
H -2.094 -1.015 0.308
H -0.206 1.741 2.943
H -2.057 0.610 1.998
H -0.295 -1.985 -0.817
H 1.158 0.024 -2.766
H 0.978 1.020 1.730
H 1.530 0.357 0.016

The HOMO energy comes out at -8.24 eV. The SMILES is C=C/C=C\CC. As for the energy above the lowest of the compared OMol25 structures with the same formula, charge and spin: 1.791 eV. The value obtained for the total energy is -234.536677 Eh. As for the LUMO energy: 0.99 eV.